# 1
Formula: C40H39BBrFeN9O3PSe2
Source: the OMol25 dataset
Level of theory: ωB97M-V/def2-TZVPD

Each line ends with the Mulliken charge.
Cartesian coordinates (Å):
1 Fe -0.753 1.155 0.156  -1.00
2 C -2.700 3.870 1.497  -1.32
3 C -3.210 3.113 0.320  0.85
4 C -4.126 3.500 -0.663  -1.68
5 C -4.231 2.403 -1.496  -0.13
6 N -3.443 1.435 -1.011  1.22
7 N -2.803 1.869 0.093  -0.61
8 B -3.147 0.000 -1.502  -0.04
9 N -2.806 -0.870 -0.264  1.38
10 C -3.484 -1.921 0.230  -0.21
11 C -2.970 -2.229 1.468  -1.74
12 C -1.950 -1.288 1.681  0.17
13 C -1.074 -1.083 2.864  -0.54
14 N -1.864 -0.496 0.623  0.38
15 N -1.914 0.091 -2.404  0.74
16 C -1.753 -0.115 -3.713  0.03
17 C -0.430 0.123 -4.018  -1.98
18 C 0.163 0.482 -2.803  0.38
19 C 1.588 0.851 -2.588  -0.51
20 N -0.749 0.455 -1.828  1.04
21 N -4.353 -0.603 -2.197  0.64
22 C -5.661 -0.405 -1.908  -0.37
23 C -6.388 -1.377 -2.545  -1.23
24 C -5.421 -2.162 -3.206  0.76
25 C -5.629 -3.387 -4.033  -1.28
26 N -4.206 -1.697 -2.981  -1.18
27 H -3.469 3.954 2.266  0.38
28 H -1.845 3.349 1.929  0.11
29 H -2.400 4.878 1.212  0.28
30 H -4.631 4.444 -0.757  0.46
31 H -4.808 2.255 -2.389  0.72
32 H -4.280 -2.377 -0.330  0.46
33 H -3.282 -3.018 2.124  0.52
34 H -0.816 -2.035 3.324  0.20
35 H -0.162 -0.561 2.577  -0.22
36 H -1.582 -0.471 3.611  0.30
37 H -2.572 -0.445 -4.324  0.62
38 H 0.050 0.042 -4.974  0.51
39 H 2.168 0.612 -3.478  0.46
40 H 1.693 1.919 -2.394  -0.10
41 H 2.013 0.310 -1.745  -0.15
42 H -5.980 0.398 -1.269  0.58
43 H -7.455 -1.504 -2.545  0.43
44 H -6.611 -3.378 -4.503  0.35
45 H -4.866 -3.454 -4.807  0.35
46 H -5.557 -4.285 -3.417  0.24
47 Se 0.333 -2.806 -0.676  -0.14
48 P 1.990 -2.870 0.681  0.45
49 Se 2.682 -0.853 0.720  -0.01
50 C 1.510 -3.465 2.325  0.57
51 C 1.818 -2.746 3.471  -0.25
52 C 1.370 -3.190 4.707  -0.61
53 C 0.607 -4.342 4.795  -0.47
54 C 0.299 -5.065 3.648  -0.66
55 C 0.749 -4.628 2.416  -0.60
56 C 3.293 -4.012 0.146  0.78
57 C 3.298 -4.568 -1.125  -0.42
58 C 4.368 -5.351 -1.532  -0.59
59 C 5.434 -5.571 -0.675  -0.43
60 C 5.433 -5.011 0.597  -0.63
61 C 4.367 -4.233 1.008  -0.59
62 H 2.395 -1.833 3.396  0.31
63 H 1.608 -2.624 5.597  0.41
64 H 0.247 -4.679 5.757  0.39
65 H -0.296 -5.965 3.716  0.42
66 H 0.500 -5.182 1.518  0.39
67 H 2.466 -4.384 -1.793  0.30
68 H 4.370 -5.782 -2.524  0.39
69 H 6.269 -6.179 -0.995  0.38
70 H 6.268 -5.176 1.264  0.38
71 H 4.367 -3.790 1.996  0.35
72 Br 6.659 4.314 0.243  -0.21
73 C 5.039 3.591 0.916  -0.12
74 C 4.186 2.927 0.051  -0.74
75 C 2.981 2.452 0.539  0.74
76 C 2.637 2.614 1.873  0.24
77 C 3.529 3.246 2.731  -0.71
78 C 4.730 3.748 2.257  -0.47
79 C 1.289 2.171 2.413  -0.47
80 O 1.055 2.328 3.599  -0.73
81 O 0.470 1.671 1.559  0.22
82 H 4.458 2.793 -0.986  0.57
83 H 2.287 1.956 -0.123  0.23
84 H 3.253 3.347 3.770  0.52
85 H 5.418 4.254 2.919  0.46
86 O -0.617 3.124 -0.763  -0.15
87 N 0.266 4.076 -0.790  0.22
88 C 0.837 4.400 -1.967  -0.10
89 C 1.780 5.398 -2.037  -0.94
90 C 2.146 6.084 -0.887  -0.23
91 C 1.527 5.750 0.305  -1.20
92 C 0.585 4.744 0.332  0.07
93 H 0.491 3.814 -2.805  0.60
94 H 2.222 5.628 -2.994  0.45
95 H 2.896 6.858 -0.923  0.42
96 H 1.771 6.256 1.226  0.49
97 H 0.068 4.417 1.220  0.45

As for the energy relative to the best compared isomer or geometry (same formula, charge and spin): 337.2 kJ/mol. As for the spin multiplicity: 2. Its expectation value of S² is 0.76. The calculation puts the orbital gap (alpha / beta) at 8.3 / 5.9 eV.

# 2
Formula: C40H39FI2N6O5Re
Source: the OMol25 dataset
Level of theory: ωB97M-V/def2-TZVPD

Each line ends with the Mulliken charge.
Cartesian coordinates (Å):
1 Re 0.254 1.715 1.404  1.05
2 C -1.429 4.817 4.134  -0.63
3 O -2.087 3.494 4.305  -0.44
4 C -1.455 2.677 3.539  1.16
5 N -0.544 3.130 2.733  0.03
6 C -0.496 4.636 2.905  -0.69
7 C -0.920 5.438 1.708  0.81
8 C -2.147 5.235 1.089  -0.33
9 C -2.551 6.075 0.069  -0.77
10 C -1.736 7.130 -0.330  -0.59
11 C -0.518 7.343 0.293  -0.78
12 C -0.107 6.495 1.313  -0.49
13 C -1.571 1.211 3.690  -0.19
14 C -2.223 0.498 4.674  -0.85
15 C -1.846 -0.831 4.870  -0.55
16 C -0.744 -1.356 4.190  -0.77
17 C -0.148 -0.573 3.226  -0.03
18 N -0.656 0.627 2.905  -0.29
19 C 1.220 -0.661 2.669  1.19
20 N 1.713 0.422 2.154  0.46
21 C 3.161 0.170 1.853  0.32
22 C 3.277 -1.342 2.173  -0.78
23 O 1.971 -1.706 2.782  -0.50
24 C 4.041 1.069 2.677  0.38
25 C 5.038 1.805 2.051  -0.29
26 C 5.893 2.602 2.802  -0.86
27 C 5.750 2.661 4.179  -0.55
28 C 4.756 1.923 4.811  -0.92
29 C 3.907 1.125 4.062  -0.36
30 H -0.910 5.010 5.068  0.34
31 H -2.212 5.548 3.967  0.38
32 H 0.532 4.890 3.162  0.67
33 H -2.799 4.424 1.399  0.40
34 H -3.503 5.913 -0.419  0.46
35 H -2.062 7.794 -1.119  0.45
36 H 0.108 8.175 -0.002  0.48
37 H 0.838 6.677 1.814  0.50
38 H -2.954 0.984 5.307  0.61
39 H -2.340 -1.422 5.632  0.52
40 H -0.324 -2.320 4.448  0.62
41 H 3.342 0.349 0.793  0.23
42 H 4.047 -1.567 2.905  0.45
43 H 3.385 -1.972 1.295  0.34
44 H 5.164 1.741 0.975  0.51
45 H 6.678 3.164 2.314  0.47
46 H 6.423 3.272 4.766  0.46
47 H 4.656 1.962 5.887  0.45
48 H 3.143 0.542 4.570  0.41
49 C -4.337 -1.598 -3.948  -1.01
50 C -3.029 -0.934 -4.337  -1.01
51 N -2.149 -0.701 -3.157  0.18
52 C -2.172 0.494 -2.591  -0.29
53 C -1.435 0.834 -1.467  -0.24
54 C -1.559 2.242 -1.011  0.29
55 O -2.136 3.073 -1.643  -0.57
56 O -0.997 2.541 0.181  0.00
57 C -0.614 -0.121 -0.883  0.88
58 O 0.188 0.114 0.137  -0.44
59 C -0.595 -1.424 -1.467  1.19
60 C 0.202 -2.464 -0.949  -0.65
61 C 0.233 -3.685 -1.536  0.11
62 F 1.028 -4.613 -0.985  -0.33
63 C -0.516 -4.010 -2.709  -0.64
64 C -1.324 -2.984 -3.194  -0.71
65 C -1.363 -1.712 -2.610  -0.54
66 N -0.442 -5.246 -3.318  0.16
67 C -0.878 -5.466 -4.694  -0.56
68 C -1.823 -6.655 -4.788  -0.71
69 N -1.225 -7.859 -4.072  -0.06
70 C 0.194 -7.615 -3.635  -1.19
71 C 0.276 -6.396 -2.731  -0.43
72 H -4.931 -1.776 -4.844  0.40
73 H -4.917 -0.954 -3.287  0.35
74 H -4.176 -2.551 -3.445  0.33
75 H -3.198 0.044 -4.782  0.46
76 H -2.467 -1.510 -5.067  0.48
77 H -2.788 1.253 -3.058  0.63
78 H 0.825 -2.295 -0.083  0.57
79 H -1.953 -3.169 -4.047  0.45
80 H -0.012 -5.608 -5.345  0.30
81 H -1.406 -4.608 -5.093  0.23
82 H -1.994 -6.931 -5.826  0.43
83 H -2.781 -6.449 -4.317  0.38
84 H -1.262 -8.682 -4.679  0.38
85 H -1.792 -8.092 -3.254  0.39
86 H 0.788 -7.514 -4.540  0.42
87 H 0.542 -8.496 -3.099  0.46
88 H 1.337 -6.195 -2.589  0.42
89 H -0.146 -6.634 -1.753  0.48
90 I 2.571 1.235 -2.271  0.15
91 C 2.858 3.193 -1.577  -1.01
92 I 2.092 3.640 0.388  0.28
93 H 2.350 3.894 -2.228  0.58
94 H 3.919 3.397 -1.487  0.52

As for the net charge: +4. As for the spin multiplicity: 4. Its expectation value of S² is 3.78. The calculation puts the orbital gap (alpha / beta) at 6.4 / 5.3 eV.

# 3
Formula: C40H40AuO3P3Si
Source: the OMol25 dataset
Level of theory: ωB97M-V/def2-TZVPD

Each line ends with the Mulliken charge.
Cartesian coordinates (Å):
1 Au -0.201 -0.194 -1.813  1.10
2 C -0.092 3.399 -2.829  -1.47
3 Si -0.422 2.159 -1.442  0.52
4 C 0.808 2.614 -0.055  -0.04
5 C 0.681 3.852 0.583  -0.26
6 C 1.493 4.214 1.646  -0.99
7 C 2.460 3.331 2.104  -0.92
8 C 2.607 2.097 1.491  -0.08
9 C 1.794 1.736 0.413  -0.19
10 P 1.987 0.111 -0.408  1.81
11 C 3.398 0.361 -1.539  0.25
12 C 3.472 -0.463 -2.661  -0.44
13 C 4.538 -0.352 -3.545  -0.56
14 C 5.529 0.590 -3.319  -0.55
15 C 5.454 1.427 -2.214  -0.65
16 C 4.395 1.314 -1.328  -0.34
17 C 2.710 -0.906 0.927  0.00
18 C 1.920 -1.100 2.064  -0.19
19 C 2.351 -1.923 3.090  -0.85
20 C 3.573 -2.580 2.987  -0.75
21 C 4.358 -2.401 1.860  -0.63
22 C 3.932 -1.566 0.832  -0.78
23 C -2.087 2.616 -0.653  0.37
24 C -2.865 3.679 -1.116  -0.87
25 C -4.079 4.002 -0.526  -0.68
26 C -4.538 3.268 0.557  -0.87
27 C -3.782 2.208 1.035  -0.29
28 C -2.573 1.873 0.435  -0.23
29 P -1.589 0.430 1.018  1.78
30 C -1.765 0.583 2.833  0.09
31 C -2.783 0.022 3.604  -0.37
32 C -2.816 0.223 4.976  -0.77
33 C -1.837 0.993 5.593  -0.60
34 C -0.820 1.553 4.836  -0.76
35 C -0.779 1.340 3.465  -0.01
36 C -2.702 -0.959 0.588  0.10
37 C -2.529 -2.194 1.217  -0.61
38 C -3.253 -3.304 0.814  -0.81
39 C -4.163 -3.199 -0.230  -0.54
40 C -4.343 -1.978 -0.861  -0.67
41 C -3.617 -0.865 -0.458  -0.64
42 H -0.134 4.430 -2.467  0.35
43 H -0.799 3.289 -3.652  0.33
44 H 0.910 3.228 -3.228  0.35
45 H -0.096 4.536 0.257  0.38
46 H 1.364 5.177 2.125  0.41
47 H 3.096 3.599 2.939  0.43
48 H 3.353 1.407 1.865  0.45
49 H 2.685 -1.188 -2.846  0.39
50 H 4.589 -0.995 -4.414  0.44
51 H 6.357 0.680 -4.010  0.36
52 H 6.222 2.171 -2.045  0.42
53 H 4.332 1.974 -0.472  0.33
54 H 0.965 -0.588 2.144  0.48
55 H 1.735 -2.056 3.971  0.50
56 H 3.910 -3.227 3.787  0.37
57 H 5.312 -2.908 1.779  0.40
58 H 4.554 -1.424 -0.042  0.39
59 H -2.511 4.270 -1.953  0.39
60 H -4.664 4.832 -0.905  0.42
61 H -5.482 3.516 1.026  0.41
62 H -4.145 1.639 1.882  0.40
63 H -3.548 -0.580 3.131  0.41
64 H -3.610 -0.218 5.566  0.43
65 H -1.869 1.152 6.663  0.39
66 H -0.051 2.149 5.312  0.47
67 H 0.025 1.771 2.872  -0.08
68 H -1.821 -2.285 2.034  0.55
69 H -3.105 -4.255 1.310  0.42
70 H -4.725 -4.067 -0.550  0.38
71 H -5.053 -1.888 -1.673  0.49
72 H -3.760 0.084 -0.962  0.30
73 C 0.451 -3.366 -0.208  -0.23
74 O -0.476 -3.555 -1.291  -0.42
75 P -0.529 -2.411 -2.418  0.80
76 O 0.596 -2.830 -3.491  -0.24
77 C 0.666 -4.170 -4.002  -0.76
78 O -1.895 -2.899 -3.085  -0.29
79 C -2.566 -2.034 -4.007  -0.70
80 H 0.284 -4.186 0.487  0.37
81 H 0.267 -2.417 0.292  -0.27
82 H 1.484 -3.382 -0.562  0.35
83 H 1.457 -4.709 -3.482  0.25
84 H 0.903 -4.102 -5.062  0.27
85 H -0.279 -4.696 -3.872  0.33
86 H -2.054 -2.033 -4.971  0.27
87 H -2.601 -1.016 -3.615  0.23
88 H -3.570 -2.431 -4.126  0.23

As for the energy relative to the best compared isomer or geometry (same formula, charge and spin): 0.0 kJ/mol. As for the spin multiplicity: 1. The calculation puts the orbital gap at 7.3 eV.